The following is a DFT calculation (ωB97M-V/def2-TZVPD) of CH3NOP2S as an isolated structure in a non-equilibrium geometry.

Cartesian coordinates (Å):
S: 0.0849 -1.6729 -0.8646
P: -1.4907 -2.1365 0.3343
P: -2.5624 1.2048 -0.1465
O: -2.8907 -0.2242 -0.0551
N: -0.9224 1.2931 -0.2951
C: 0.1599 0.7097 -0.6166
H: 0.5391 0.5838 -1.5450
H: -1.3143 -1.2895 1.4278
H: 0.9610 0.4172 0.0343

- Charge: 0
- DFT total energy: -1250.6721 hartree
- Energy relative to the best compared isomer or geometry (same formula, charge and spin): 0.303 eV
- Spin multiplicity: 3
- Maximum force: 3.6 eV/A

Per-atom Mulliken charges, elementary charge units: S -0.12; P 0.15; P 0.15; O -0.37; N -0.19; C -0.39; H 0.35; H 0.07; H 0.37